Computed, not measured: a molecular structure, C33H55Br20F2N2O6, with ωB97M-V with the def2-TZVPD basis set.

Computed properties:
ΔE to the lowest compared entry with this formula, charge and spin in kcal/mol: 0.0
LUMO level in eV: 1.460
Kohn-Sham gap in eV: 6.70
Charge: -1
DFT total energy in a.u.: -53531.3399

Each line ends with the Löwdin charge.
CARTESIAN COORDINATES (ANGSTROEM)
C  -2.94  3.48  3.48  0.07
C  -2.28  2.95  4.33  -0.13
C  -1.49  2.25  5.34  -0.24
C  -1.35  0.75  5.10  -0.16
C  -0.48  0.44  3.87  -0.13
N  -1.19  0.17  2.64  0.01
N  -2.06  -0.94  2.65  0.07
C  -3.41  -0.60  2.78  -0.47
O  -3.86  0.43  3.10  0.21
F  -4.28  -1.60  2.50  0.01
C  -1.64  -2.07  3.36  -0.58
O  -1.93  -2.32  4.49  0.17
F  -0.85  -2.94  2.74  0.08
C  -0.41  0.35  1.40  -0.35
C  -1.02  -0.41  0.23  -0.03
C  1.07  -0.02  1.49  -0.10
O  1.29  -1.47  1.61  -0.04
C  2.33  -1.79  2.40  -0.57
C  2.09  -2.30  3.80  0.03
O  3.47  -1.71  2.00  -0.16
C  -0.52  1.94  1.08  -0.79
O  0.43  2.75  1.26  -0.18
O  -1.67  2.30  0.70  -0.17
H  -3.65  3.64  2.69  -0.09
H  -1.82  2.50  6.35  0.10
H  -0.49  2.67  5.26  0.06
H  -0.77  0.37  5.95  0.09
H  -2.28  0.20  5.11  0.10
H  0.30  -0.29  4.10  0.10
H  0.07  1.37  3.69  0.13
H  -1.05  -1.48  0.43  0.08
H  -0.36  -0.28  -0.61  0.04
H  -1.98  0.01  -0.04  0.09
H  1.64  0.53  2.24  0.13
H  1.52  0.25  0.54  0.05
H  1.96  -1.47  4.50  0.08
H  2.96  -2.88  4.08  0.09
H  1.20  -2.92  3.87  0.07
Br  -3.46  -4.16  2.20  0.84
C  -2.54  -5.87  2.22  -0.66
C  -3.50  -7.02  2.22  -0.70
Br  -4.32  -7.29  3.96  0.60
H  -1.89  -5.86  3.09  0.06
H  -1.93  -5.88  1.32  0.06
H  -2.98  -7.96  2.00  0.05
H  -4.31  -6.89  1.51  0.05
Br  1.08  2.00  8.10  0.64
C  2.35  3.47  7.97  -0.69
C  1.66  4.81  8.06  -0.71
Br  0.75  5.26  6.40  0.66
H  2.89  3.34  7.04  0.05
H  3.03  3.34  8.81  0.05
H  2.39  5.60  8.21  0.05
H  0.91  4.84  8.84  0.05
Br  3.84  -2.68  -0.11  0.88
C  3.86  -3.57  -1.86  -0.67
C  3.94  -5.07  -1.73  -0.69
Br  5.73  -5.67  -1.26  0.58
H  4.70  -3.16  -2.42  0.04
H  2.93  -3.28  -2.34  0.06
H  3.72  -5.56  -2.68  0.05
H  3.27  -5.46  -0.96  0.05
Br  0.91  2.02  -1.04  1.04
C  2.07  2.06  -2.63  -0.64
C  2.48  3.48  -2.92  -0.69
Br  1.02  4.47  -3.75  0.57
H  1.54  1.60  -3.45  0.04
H  2.94  1.45  -2.37  0.05
H  3.30  3.50  -3.64  0.05
H  2.77  4.02  -2.03  0.05
Br  -5.56  6.70  1.96  0.60
C  -5.85  5.92  0.20  -0.72
C  -5.91  4.42  0.26  -0.68
Br  -4.13  3.64  0.46  0.81
H  -5.05  6.29  -0.44  0.03
H  -6.80  6.33  -0.14  0.04
H  -6.29  4.02  -0.67  0.05
H  -6.51  4.06  1.09  0.05
Br  -1.51  5.70  -6.25  0.58
C  -3.11  5.77  -5.14  -0.69
C  -3.01  6.84  -4.09  -0.72
Br  -1.85  6.31  -2.62  0.62
H  -3.24  4.78  -4.72  0.06
H  -3.92  5.99  -5.83  -0.01
H  -3.98  7.02  -3.64  -0.05
H  -2.61  7.78  -4.48  0.05
Br  1.59  5.23  -8.13  0.59
C  2.76  6.77  -7.99  -0.69
C  2.02  7.98  -7.48  -0.69
Br  0.91  8.78  -8.86  0.59
H  3.20  6.93  -8.97  0.05
H  3.54  6.48  -7.29  0.06
H  2.72  8.76  -7.19  0.06
H  1.37  7.75  -6.64  0.04
Br  5.19  -9.73  -1.61  0.59
C  6.57  -9.98  -2.96  -0.69
C  7.16  -8.66  -3.40  -0.70
Br  5.98  -7.70  -4.59  0.60
H  6.11  -10.52  -3.78  0.05
H  7.33  -10.60  -2.49  0.06
H  8.07  -8.83  -3.97  0.06
H  7.38  -8.00  -2.57  0.02
Br  7.04  -14.24  0.09  0.59
C  5.27  -13.86  0.80  -0.70
C  5.27  -12.62  1.65  -0.71
Br  6.05  -12.96  3.40  0.60
H  4.96  -14.75  1.34  0.05
H  4.64  -13.73  -0.07  0.06
H  4.25  -12.30  1.85  0.06
H  5.82  -11.80  1.21  0.03
Br  -6.34  6.76  -7.36  0.65
C  -7.89  6.79  -6.19  -0.69
C  -7.76  7.83  -5.12  -0.68
Br  -6.56  7.27  -3.69  0.70
H  -8.01  5.79  -5.79  0.05
H  -8.73  7.02  -6.84  0.06
H  -8.72  8.00  -4.63  0.06
H  -7.39  8.78  -5.49  0.05